w) An isolated molecule of C3H7NO. Source: OMol25; level of theory: wB97M-V/def2-TZVPD.

Computed properties:
- Kohn-Sham gap: 10.528 eV
- SMILES: CC(C)=NO

The geometry in ORCA input format:
```
! wB97M-V def2-TZVPD RIJCOSX def2/J DEFGRID3
* xyz 0 1
C 0.008 1.225 1.397
C -0.098 0.265 0.276
C -0.381 -1.176 0.725
N 0.223 0.559 -0.896
O 0.317 -0.520 -1.765
H -0.982 1.300 1.874
H 0.827 0.898 2.032
H 0.303 2.163 0.982
H 0.560 -1.803 0.792
H -1.064 -1.646 -0.062
H -0.956 -1.185 1.699
H 0.049 -1.368 -1.318
*
```

=====

x) An isolated molecule of C3H7NO. Source: OMol25; level of theory: wB97M-V/def2-TZVPD.

Computed properties:
- Kohn-Sham gap: 10.066 eV
- SMILES: CNC(C)=O

The geometry in ORCA input format:
```
! wB97M-V def2-TZVPD RIJCOSX def2/J DEFGRID3
* xyz 0 1
C -1.867 -0.250 -0.287
N -0.590 0.123 0.328
C 0.547 -0.013 -0.414
C 1.797 0.391 0.327
O 0.534 -0.318 -1.599
H -1.461 -1.243 -0.097
H -1.937 -0.105 -1.363
H -2.782 -0.307 0.293
H -0.556 0.186 1.323
H 1.904 1.475 0.222
H 2.664 -0.088 -0.127
H 1.746 0.149 1.393
*
```

=====

y) An isolated molecule of C3H7NO. Source: OMol25; level of theory: wB97M-V/def2-TZVPD.

Computed properties:
- Kohn-Sham gap: 10.528 eV
- SMILES: NC[C@H]1CO1

The geometry in ORCA input format:
```
! wB97M-V def2-TZVPD RIJCOSX def2/J DEFGRID3
* xyz 0 1
N -1.273 1.350 0.425
C -0.794 0.143 -0.205
C 0.536 -0.278 0.370
C 1.522 -0.961 -0.426
O 1.716 0.408 -0.079
H -1.618 1.172 1.381
H -2.041 1.787 -0.068
H -0.629 0.319 -1.290
H -1.502 -0.697 -0.126
H 0.541 -0.448 1.457
H 2.189 -1.681 0.032
H 1.353 -1.114 -1.470
*
```

=====

Short version: w) is the least stable of them.

=====

w) An isolated molecule of C3H7NO. Source: OMol25; level of theory: wB97M-V/def2-TZVPD.

Computed properties:
- Kohn-Sham gap: 9.671 eV
- SMILES: OC1CNC1

The geometry in ORCA input format:
```
! wB97M-V def2-TZVPD RIJCOSX def2/J DEFGRID3
* xyz 0 1
O -0.992 -0.990 1.220
C 0.247 -0.593 0.630
C 0.333 0.900 0.477
N -0.059 0.742 -0.920
C 0.139 -0.660 -0.856
H -1.556 0.028 1.099
H 0.882 -1.575 0.765
H -0.664 1.592 0.889
H 1.349 1.340 0.705
H 0.341 1.487 -1.589
H -0.922 -1.249 -1.071
H 0.902 -1.020 -1.350
*
```

=====

x) A cluster of 2 separate species, C3H7NO in total. Source: OMol25; level of theory: wB97M-V/def2-TZVPD.

Computed properties:
- Kohn-Sham gap: 9.018 eV
- SMILES: C=CN.C=O

The geometry in ORCA input format:
```
! wB97M-V def2-TZVPD RIJCOSX def2/J DEFGRID3
* xyz 0 1
C -0.055 -0.085 1.699
C -1.192 0.542 1.894
N -2.056 0.959 0.881
H 0.739 -0.420 2.304
H 0.363 0.506 0.717
H -1.893 0.303 2.689
H -1.705 1.320 0.013
H -3.031 1.255 1.152
C 2.287 -1.147 -2.819
O 1.921 -0.873 -3.981
H 2.263 -2.105 -2.389
H 2.357 -0.254 -2.159
*
```

=====

y) An isolated molecule of C3H7NO. Source: OMol25; level of theory: wB97M-V/def2-TZVPD.

Computed properties:
- Kohn-Sham gap: 10.454 eV
- SMILES: OC1CNC1

The geometry in ORCA input format:
```
! wB97M-V def2-TZVPD RIJCOSX def2/J DEFGRID3
* xyz 0 1
O 1.871 -0.074 -0.478
C 0.826 -0.031 0.457
C -0.333 -1.047 0.142
N -0.920 -0.019 -0.716
C -0.309 1.013 0.110
H 1.334 0.049 -1.335
H 1.315 0.013 1.421
H -0.237 -1.986 -0.466
H -0.903 -1.199 1.122
H -1.973 0.040 -0.820
H 0.150 1.882 -0.450
H -0.821 1.358 1.013
*
```

=====

z) An isolated molecule of C3H7NO. Source: OMol25; level of theory: wB97M-V/def2-TZVPD.

Computed properties:
- Kohn-Sham gap: 8.081 eV
- SMILES: C=C([O-])[NH2+]C

The geometry in ORCA input format:
```
! wB97M-V def2-TZVPD RIJCOSX def2/J DEFGRID3
* xyz 0 1
C -1.609 -0.248 -0.204
C -0.724 -0.691 0.712
O -0.601 -0.962 1.895
N 0.783 -0.607 -0.059
C 0.932 0.958 -0.232
H -1.374 -0.224 -1.262
H -2.604 -0.016 0.137
H 0.849 -1.229 -0.887
H 1.435 -1.060 0.615
H 0.178 1.533 -0.838
H 0.827 1.391 0.776
H 1.908 1.155 -0.654
*
```

=====

Short version: w) is the least stable of them.

=====

w) An isolated molecule of C3H7NO. Source: OMol25; level of theory: wB97M-V/def2-TZVPD.

Computed properties:
- Kohn-Sham gap: 10.376 eV
- SMILES: C=NOCC

The geometry in ORCA input format:
```
! wB97M-V def2-TZVPD RIJCOSX def2/J DEFGRID3
* xyz 0 1
C 1.561 -0.866 -0.371
N 1.328 0.314 0.076
O 0.195 0.818 0.286
C -0.852 -0.131 0.610
C -1.822 0.012 -0.509
H 2.506 -0.767 -0.693
H 0.735 -1.630 -0.445
H -0.252 -1.158 0.803
H -1.274 0.505 1.501
H -2.106 1.105 -0.616
H -0.993 -0.414 -1.283
H -2.792 -0.471 -0.469
*
```

=====

x) A cluster of 2 separate species, C3H7NO in total. Source: OMol25; level of theory: wB97M-V/def2-TZVPD.

Computed properties:
- Kohn-Sham gap: 11.161 eV
- SMILES: CN=C=O.C

The geometry in ORCA input format:
```
! wB97M-V def2-TZVPD RIJCOSX def2/J DEFGRID3
* xyz 0 1
C 1.037 -1.614 0.153
N 1.446 -0.538 -0.707
C 1.560 0.657 -0.697
O 1.707 1.821 -0.802
H 1.232 -1.385 1.205
H 1.589 -2.516 -0.119
H -0.032 -1.812 0.027
C -1.708 1.073 0.188
H -0.652 1.351 0.168
H -1.997 0.667 -0.784
H -2.297 1.968 0.400
H -1.885 0.328 0.968
*
```

=====

Short version: w) is the least stable of them.

=====

w) An isolated molecule of C3H7NO. Source: OMol25; level of theory: wB97M-V/def2-TZVPD.

Computed properties:
- Kohn-Sham gap: 10.706 eV
- SMILES: CC/C=N/O

The geometry in ORCA input format:
```
! wB97M-V def2-TZVPD RIJCOSX def2/J DEFGRID3
* xyz 0 1
C -0.160 2.181 -0.157
C -0.760 0.995 0.566
C 0.170 -0.233 0.435
N -0.180 -1.191 -0.290
O 0.837 -2.042 -0.459
H -0.172 2.119 -1.296
H 0.895 2.457 0.141
H -0.758 3.039 0.176
H -0.804 1.325 1.633
H -1.755 0.851 0.222
H 1.180 -0.050 0.875
H 0.470 -2.730 -1.115
*
```

=====

x) An isolated molecule of C3H7NO. Source: OMol25; level of theory: wB97M-V/def2-TZVPD.

Computed properties:
- Kohn-Sham gap: 9.294 eV
- SMILES: C=C(N)OC

The geometry in ORCA input format:
```
! wB97M-V def2-TZVPD RIJCOSX def2/J DEFGRID3
* xyz 0 1
C 1.137 -1.346 0.760
C 0.245 -0.439 0.354
N -1.109 -0.723 0.105
O 0.628 0.845 0.123
C -0.090 1.602 -0.839
H 0.803 -2.313 1.118
H 2.197 -1.126 0.763
H -1.274 -1.721 0.152
H -1.751 -0.236 0.723
H -0.309 1.019 -1.738
H -1.032 1.990 -0.430
H 0.555 2.447 -1.091
*
```

=====

y) A structure of composition C3H7NO. Source: OMol25; level of theory: wB97M-V/def2-TZVPD.

Computed properties:
- Kohn-Sham gap: 10.144 eV

The geometry in ORCA input format:
```
! wB97M-V def2-TZVPD RIJCOSX def2/J DEFGRID3
* xyz 0 1
C -0.128 -0.942 -1.179
C 0.858 -0.588 -0.041
C -0.700 1.069 0.829
H -1.167 -1.331 -0.427
H -0.125 -0.065 -1.766
H 0.102 -1.700 -1.671
H 1.510 1.148 0.697
H -1.291 0.170 1.188
H -0.708 1.814 1.573
H -0.809 1.275 -0.073
N 0.595 0.396 0.812
O 1.864 -1.247 0.059
*
```

=====

z) An isolated molecule of C3H7NO. Source: OMol25; level of theory: wB97M-V/def2-TZVPD.

Computed properties:
- Kohn-Sham gap: 10.029 eV
- SMILES: CNC(C)=O

The geometry in ORCA input format:
```
! wB97M-V def2-TZVPD RIJCOSX def2/J DEFGRID3
* xyz 0 1
C 1.840 0.138 0.042
N 0.714 -0.694 -0.097
C -0.624 -0.099 0.001
C -0.757 1.328 -0.024
O -1.564 -0.967 0.046
H 1.967 0.716 1.135
H 1.836 0.796 -0.864
H 2.468 -0.516 -0.016
H 0.947 -1.862 0.009
H -0.294 1.764 0.655
H -0.315 1.720 -0.827
H -1.849 1.770 0.107
*
```

=====

Short version: z) is the least stable of them.

=====

w) An isolated molecule of C5H6. Source: OMol25; level of theory: wB97M-V/def2-TZVPD.

Computed properties:
- Kohn-Sham gap: 9.997 eV
- SMILES: C=C=CC=C

The geometry in ORCA input format:
```
! wB97M-V def2-TZVPD RIJCOSX def2/J DEFGRID3
* xyz 0 1
C -1.941 0.000 -0.451
C -0.747 -0.504 -0.549
C 0.483 -0.834 -0.736
C 1.357 0.057 -0.048
C 0.943 0.623 1.077
H -2.301 -0.163 0.502
H -2.503 0.417 -1.203
H 0.951 -1.702 -1.099
H 2.433 0.154 -0.414
H -0.070 0.517 1.384
H 1.394 1.434 1.538
*
```

=====

x) An isolated molecule of C5H6. Source: OMol25; level of theory: wB97M-V/def2-TZVPD.

Computed properties:
- Kohn-Sham gap: 10.499 eV

The geometry in ORCA input format:
```
! wB97M-V def2-TZVPD RIJCOSX def2/J DEFGRID3
* xyz 0 1
C 1.903 0.686 -0.039
C -0.324 -0.828 -0.016
C -1.442 1.171 0.032
C -1.689 -0.140 0.014
C 0.519 0.544 0.012
H 2.569 -0.062 -0.190
H 2.308 1.720 0.041
H -0.098 -1.471 0.797
H -0.181 -1.632 -0.747
H -1.901 2.074 -0.040
H -2.666 -0.557 0.223
*
```

=====

y) An isolated molecule of C5H6. Source: OMol25; level of theory: wB97M-V/def2-TZVPD.

Computed properties:
- Kohn-Sham gap: 8.820 eV

The geometry in ORCA input format:
```
! wB97M-V def2-TZVPD RIJCOSX def2/J DEFGRID3
* xyz 0 1
C -0.675 -0.176 -0.948
C -1.296 -0.712 0.184
C 0.884 0.257 -0.821
C -0.211 -0.578 1.222
C 0.006 0.598 0.318
H -1.216 0.197 -1.802
H 1.606 -0.531 -0.674
H 1.167 1.026 -1.519
H -0.596 -0.404 2.222
H 0.620 -1.277 1.231
H -0.288 1.599 0.589
*
```

=====

z) An isolated molecule of C5H6. Source: OMol25; level of theory: wB97M-V/def2-TZVPD.

Computed properties:
- Kohn-Sham gap: 10.237 eV
- SMILES: C#CC1CC1

The geometry in ORCA input format:
```
! wB97M-V def2-TZVPD RIJCOSX def2/J DEFGRID3
* xyz 0 1
C 2.474 -0.396 -0.222
C 1.321 -0.120 -0.442
C -0.065 0.239 -0.621
C -1.124 -0.674 -0.075
C -0.952 0.623 0.603
H 3.500 -0.594 0.006
H -0.274 1.203 -1.036
H -2.037 -0.911 -0.609
H -0.696 -1.492 0.495
H -1.723 1.364 0.372
H -0.426 0.758 1.530
*
```

=====

Short version: x) is the least stable of them.

=====

w) An isolated molecule of C5H6. Source: OMol25; level of theory: wB97M-V/def2-TZVPD.

Computed properties:
- Kohn-Sham gap: 10.657 eV
- SMILES: C#CC1CC1

The geometry in ORCA input format:
```
! wB97M-V def2-TZVPD RIJCOSX def2/J DEFGRID3
* xyz 0 1
C 2.508 -0.200 -0.039
C 1.351 0.089 -0.220
C -0.040 0.422 -0.449
C -1.082 -0.660 -0.268
C -1.019 0.479 0.700
H 3.532 -0.469 0.107
H -0.215 1.124 -1.260
H -1.903 -0.690 -0.980
H -0.710 -1.626 0.065
H -1.791 1.243 0.651
H -0.631 0.289 1.694
*
```

=====

x) A cluster of 2 separate species, C5H6 in total. Source: OMol25; level of theory: wB97M-V/def2-TZVPD.

Computed properties:
- Kohn-Sham gap: 10.926 eV
- SMILES: C=C=C.C#C

The geometry in ORCA input format:
```
! wB97M-V def2-TZVPD RIJCOSX def2/J DEFGRID3
* xyz 0 1
C 1.560 -0.636 -1.335
C 0.369 -1.096 -1.110
C -0.876 -1.301 -1.200
H 1.652 -0.120 -2.167
H 2.377 -0.893 -0.632
H -1.639 -0.605 -0.686
H -1.444 -2.137 -1.563
C -0.730 1.651 2.720
C -0.260 1.762 1.616
H -0.876 1.642 3.773
H -0.134 1.733 0.584
*
```

=====

Short version: x) is the least stable of them.

=====

w) An isolated molecule of C2H6S2. Source: OMol25; level of theory: wB97M-V/def2-TZVPD.

Computed properties:
- Kohn-Sham gap: 8.638 eV
- SMILES: CCSS

The geometry in ORCA input format:
```
! wB97M-V def2-TZVPD RIJCOSX def2/J DEFGRID3
* xyz 0 1
C -0.050 1.274 -0.350
C -0.267 0.006 0.525
S -1.265 -1.347 -0.245
S 0.257 -2.737 -0.555
H -0.934 1.896 -0.367
H 0.268 1.091 -1.389
H 0.778 1.781 0.166
H -0.689 0.476 1.461
H 0.665 -0.427 0.866
H 1.235 -2.013 -0.112
*
```

=====

x) A cluster of 2 separate species, C2H6S2 in total. Source: OMol25; level of theory: wB97M-V/def2-TZVPD.

Computed properties:
- Kohn-Sham gap: 9.833 eV
- SMILES: C=C.SS

The geometry in ORCA input format:
```
! wB97M-V def2-TZVPD RIJCOSX def2/J DEFGRID3
* xyz 0 1
C 0.361 -0.193 -1.765
C 0.458 1.104 -1.544
H 1.147 -0.753 -2.261
H -0.465 -0.802 -1.418
H 1.292 1.710 -1.875
H -0.331 1.624 -1.010
S -0.340 0.400 2.613
S -1.554 -1.261 2.420
H 0.370 0.184 1.494
H -0.937 -2.013 3.345
*
```

=====

y) An isolated molecule of C2H6S2. Source: OMol25; level of theory: wB97M-V/def2-TZVPD.

Computed properties:
- Kohn-Sham gap: 9.493 eV
- SMILES: SCCS

The geometry in ORCA input format:
```
! wB97M-V def2-TZVPD RIJCOSX def2/J DEFGRID3
* xyz 0 1
S -1.260 -0.767 1.705
C -0.678 -0.041 0.106
C 0.820 0.132 -0.105
S 1.178 0.813 -1.890
H 0.091 -0.443 2.595
H -1.369 0.924 -0.075
H -1.046 -0.808 -0.642
H 1.291 -0.828 0.108
H 1.198 0.738 0.733
H -0.224 0.280 -2.536
*
```

=====

Short version: y) is the least stable of them.

=====

w) An isolated molecule of C2H3NS3. Source: OMol25; level of theory: wB97M-V/def2-TZVPD.

Computed properties:
- Kohn-Sham gap: 7.701 eV
- SMILES: S=C(S)/C=N/S

The geometry in ORCA input format:
```
! wB97M-V def2-TZVPD RIJCOSX def2/J DEFGRID3
* xyz 0 1
S 0.987 2.129 1.373
C 0.336 0.671 0.915
S -0.006 -0.618 2.058
C 0.082 0.367 -0.487
N -0.601 -0.663 -0.860
S -0.630 -0.900 -2.554
H 0.165 0.131 3.134
H 0.534 1.079 -1.147
H -0.867 -2.196 -2.432
*
```

=====

x) A structure of composition C2H3NS3. Source: OMol25; level of theory: wB97M-V/def2-TZVPD.

Computed properties:
- Kohn-Sham gap (spin up / spin down): 7.229 / 7.231 eV

The geometry in ORCA input format:
```
! wB97M-V def2-TZVPD RIJCOSX def2/J DEFGRID3
* xyz 0 1
C 1.929 -1.067 0.074
C -0.817 1.061 0.095
N 1.160 -1.879 0.498
S 0.817 1.055 0.311
S -0.223 -2.451 1.005
S -1.532 1.178 -1.463
H 2.912 -0.850 -0.362
H -1.469 1.479 0.901
H -2.777 1.474 -1.059
*
```

=====

y) An isolated molecule of C2H3NS3. Source: OMol25; level of theory: wB97M-V/def2-TZVPD.

Computed properties:
- Kohn-Sham gap: 6.731 eV

The geometry in ORCA input format:
```
! wB97M-V def2-TZVPD RIJCOSX def2/J DEFGRID3
* xyz 0 1
C 1.554 1.188 0.330
C -0.848 -0.290 0.271
H -0.163 -1.445 -0.335
H 2.181 1.992 0.713
H -0.059 -1.470 0.594
N 2.207 0.123 0.160
S 1.285 -1.476 -0.172
S -0.201 1.560 -0.264
S -2.437 -0.417 0.079
*
```

=====

Short version: y) is the least stable of them.